# 1
{"formula": "C32H41IrN2SbSe", "method": "the ωB97M-V functional and the def2-TZVPD basis", "species": ["Ir", "C", "C", "C", "C", "C", "C", "C", "C", "C", "C", "H", "H", "H", "H", "H", "H", "H", "H", "H", "H", "H", "H", "H", "H", "H", "C", "C", "Sb", "C", "C", "C", "C", "H", "H", "H", "H", "H", "H", "H", "H", "H", "H", "H", "H", "H", "H", "H", "C", "C", "C", "C", "C", "C", "C", "C", "C", "C", "H", "H", "H", "H", "H", "H", "H", "Se", "N", "C", "C", "C", "C", "C", "C", "N", "H", "H", "H", "H"], "xyz": [[0.24530, 1.12736, -0.16711], [1.27176, 1.44965, 1.70239], [2.39300, 0.89580, 0.95363], [2.66969, 1.76573, -0.07415], [1.76752, 2.89107, 0.01627], [0.91987, 2.70646, 1.13666], [0.09200, 3.74122, 1.83612], [1.90285, 4.12660, -0.81236], [3.79030, 1.65808, -1.05532], [3.20919, -0.28961, 1.36285], [0.74768, 0.92357, 2.99888], [0.71066, 4.26692, 2.56663], [-0.74784, 3.29150, 2.36392], [-0.31835, 4.47576, 1.14528], [2.91305, 4.52442, -0.68067], [1.19509, 4.89559, -0.51616], [1.77971, 3.92469, -1.87620], [3.43230, 1.64739, -2.08617], [4.38592, 0.76610, -0.88574], [4.44994, 2.52393, -0.95727], [4.06864, 0.04695, 1.94968], [3.59370, -0.84242, 0.50701], [2.63960, -0.98051, 1.98334], [1.35444, 1.29500, 3.82921], [0.77484, -0.16743, 3.02956], [-0.27762, 1.25302, 3.17417], [4.07519, -2.15010, -1.94082], [2.68375, -2.74511, -2.13151], [1.36709, -2.64954, -0.43025], [0.06374, -4.11906, -1.31101], [-0.70732, -4.95297, -0.29039], [2.48362, -4.01586, 0.77917], [1.92225, -4.15784, 2.19467], [4.70371, -2.32193, -2.81708], [4.59515, -2.59037, -1.08695], [4.02849, -1.07146, -1.79044], [2.74678, -3.80858, -2.36903], [2.16540, -2.26188, -2.96293], [0.70273, -4.75800, -1.92370], [-0.61129, -3.58991, -1.98737], [-0.02999, -5.50977, 0.35944], [-1.35287, -5.68494, -0.78163], [-1.34144, -4.33507, 0.34507], [3.51227, -3.64891, 0.80254], [2.48955, -4.97046, 0.24673], [1.89917, -3.19715, 2.71699], [2.52724, -4.83635, 2.79922], [0.90323, -4.54752, 2.19073], [-3.29768, 5.62560, -1.45235], [-1.95296, 5.33550, -1.78355], [-1.39484, 4.15065, -1.40135], [-2.13370, 3.20242, -0.65457], [-1.58396, 1.97171, -0.18990], [-2.39440, 1.09187, 0.41799], [-3.77238, 1.29210, 0.65895], [-4.30340, 2.48452, 0.27480], [-3.49919, 3.46373, -0.38100], [-4.05264, 4.70619, -0.78673], [-3.73249, 6.56975, -1.75252], [-1.37401, 6.05449, -2.35026], [-0.38667, 3.89504, -1.68724], [-1.49593, -0.16690, 1.77548], [-4.38079, 0.53044, 1.13286], [-5.35186, 2.69769, 0.44535], [-5.09403, 4.90896, -0.56495], [-0.35541, -0.04413, -2.17961], [-1.65682, -0.12325, 0.77447], [-2.32971, -1.27525, 0.32572], [-2.92353, -2.13653, 1.24627], [-3.72375, -3.17442, 0.81388], [-3.94041, -3.38902, -0.55103], [-3.32498, -2.57276, -1.46610], [-2.48050, -1.51571, -1.05716], [-1.84049, -0.88723, -2.09890], [-2.78820, -1.95587, 2.30652], [-4.20512, -3.81349, 1.54352], [-4.57607, -4.19825, -0.88294], [-3.44377, -2.72191, -2.53152]], "forces_ev_per_angstrom": [[0.9, 0.3, 0.6], [0.1, -0.2, 0.4], [-0.4, -0.7, 0.9], [-0.1, 0.1, -0.9], [-0.8, -0.3, -1.2], [0.3, 0.4, 1.2], [-0.1, 0.0, -0.2], [0.2, 0.0, 0.0], [-0.1, 0.1, -0.1], [-0.1, 0.0, 0.0], [0.0, -0.1, 0.0], [0.0, 0.0, 0.0], [0.0, 0.0, 0.0], [0.0, 0.0, 0.0], [0.0, 0.0, 0.0], [0.0, 0.0, 0.0], [0.0, 0.0, 0.0], [0.0, 0.0, 0.0], [0.0, 0.0, 0.0], [0.0, 0.0, 0.0], [0.0, 0.0, 0.0], [0.0, 0.0, 0.0], [0.0, 0.0, 0.0], [0.0, 0.0, 0.0], [0.0, 0.0, 0.0], [0.0, 0.0, 0.0], [0.0, 0.0, -0.1], [0.1, 0.0, 0.0], [-0.3, -0.1, -0.2], [-0.1, -0.1, 0.1], [0.0, 0.0, -0.1], [0.0, -0.1, 0.2], [0.1, 0.0, 0.0], [0.0, 0.0, 0.0], [0.0, 0.0, 0.0], [0.0, 0.0, 0.0], [0.0, 0.0, 0.0], [0.0, 0.0, 0.0], [0.0, 0.0, 0.0], [0.0, 0.0, 0.0], [0.0, 0.0, 0.0], [0.0, 0.0, 0.0], [0.0, 0.0, 0.0], [0.0, 0.0, 0.0], [0.0, 0.0, 0.1], [0.0, 0.0, 0.0], [0.0, 0.0, 0.0], [0.0, 0.0, 0.0], [0.1, 0.0, -0.1], [-0.1, 0.1, 0.0], [-0.1, -0.1, 0.0], [0.0, -0.1, 0.0], [0.0, 0.6, -0.8], [-0.5, -0.3, 0.4], [0.1, -0.1, 0.1], [0.0, 0.1, -0.1], [-0.2, 0.0, 0.1], [0.0, -0.1, 0.0], [0.0, 0.0, 0.0], [0.0, 0.0, 0.0], [0.0, 0.0, 0.0], [0.1, -0.1, 0.0], [0.0, 0.0, 0.0], [0.0, 0.0, 0.0], [0.0, 0.0, 0.0], [-0.1, 0.8, 0.0], [0.2, 0.6, -0.2], [0.2, -0.5, 0.0], [0.1, 0.0, -0.1], [-0.1, -0.1, 0.0], [0.0, 0.0, 0.1], [0.0, 0.1, 0.0], [-0.1, 0.4, -0.1], [0.3, -0.8, 0.1], [0.0, 0.0, 0.0], [0.0, 0.0, 0.0], [0.0, 0.0, 0.0], [0.0, 0.0, 0.0]], "e_homo_ev": [-10.46, -10.46], "lumo_ev": [-4.71, -4.70], "charge": 1}

---

# 2
{"formula": "C3H8N2OS", "method": "the ωB97M-V functional and the def2-TZVPD basis", "species": ["C", "C", "C", "H", "H", "H", "H", "H", "H", "H", "H", "N", "N", "O", "S"], "xyz": [[0.28222, -0.35966, 1.20175], [-0.65262, -0.42885, 0.00044], [-0.05572, -1.11359, -1.23489], [1.27755, 2.54949, 1.39580], [0.09149, 1.97271, 0.39261], [0.25537, -1.23250, 1.91786], [-0.95475, 0.60336, -0.29410], [-2.32650, -0.55100, 0.87309], [-0.84526, -0.98770, -2.01085], [0.19330, -2.18443, -1.07493], [1.04859, 0.92434, -1.99668], [0.99375, 1.75015, 0.81554], [1.07380, 0.57951, 1.56825], [-1.83525, -1.16193, 0.34058], [1.45404, -0.35990, -1.89446]], "forces_ev_per_angstrom": [[0.5, -1.0, 1.1], [0.3, 0.2, 0.3], [-0.7, 0.5, -0.6], [0.0, -0.8, -0.3], [0.2, -0.4, 0.2], [0.2, 0.7, -1.1], [0.2, -0.6, 0.0], [-0.8, 0.2, 0.6], [0.5, -0.6, 0.5], [-0.3, 0.7, 0.0], [-0.1, -0.3, 0.1], [0.7, 0.9, 0.4], [-1.6, 0.4, -0.7], [0.8, 0.0, -0.4], [0.3, 0.1, 0.1]], "e_homo_ev": -8.95, "lumo_ev": 0.55, "smiles": "N/N=C\\[C@H](O)CS", "charge": 0}

---

# 3
{"formula": "C23H40ClO4PS2Si", "method": "the ωB97M-V functional and the def2-TZVPD basis", "species": ["C", "C", "C", "Si", "S", "C", "C", "O", "C", "C", "O", "C", "C", "C", "C", "C", "C", "C", "C", "C", "C", "C", "C", "C", "C", "P", "O", "Cl", "H", "H", "H", "H", "H", "H", "H", "H", "H", "H", "H", "H", "H", "H", "H", "H", "H", "H", "H", "H", "H", "H", "H", "H", "H", "H", "H", "H", "H", "H", "H", "H", "H", "H", "C", "S", "O", "C", "H", "H", "H", "H", "H", "H"], "xyz": [[7.86847, -2.86781, 2.43693], [7.86297, -1.85959, 1.59127], [7.76173, -0.83939, 0.32642], [6.08078, 0.13307, 0.29678], [5.48647, 0.89108, 2.22986], [6.27630, 1.68140, -0.86857], [5.05400, 1.76011, -1.93373], [3.84665, 2.11153, -1.16529], [2.95874, 2.84386, -2.05365], [1.56793, 3.30830, -1.37934], [1.65497, 3.51882, 0.08145], [0.39263, 2.97351, 0.58247], [-0.91769, 3.75309, 0.19113], [-2.34495, 3.20818, 0.66037], [-2.45353, 1.86568, 1.53308], [-3.93280, 1.35461, 1.94396], [-3.95048, 0.54642, 3.37790], [-4.78889, 2.72812, 2.25815], [-4.74059, 0.60135, 0.76909], [-3.95309, -0.58001, 0.00892], [-3.18830, -1.63793, 0.96154], [-5.10901, -1.45016, -0.78002], [-2.91453, -0.10049, -1.13456], [-1.09891, 1.13824, 1.89503], [0.32341, 1.65738, 1.44097], [4.46357, -1.23579, -0.44407], [2.96363, -0.84562, 0.32039], [5.06187, -3.22257, 0.08409], [7.97687, -3.82012, 3.06460], [8.68436, -0.13122, 0.37410], [7.88630, -1.43560, -0.66619], [4.22347, 1.46713, 2.02183], [7.31045, 1.53344, -1.39185], [6.38985, 2.66692, -0.25450], [4.87128, 0.75149, -2.46699], [5.24010, 2.53793, -2.78228], [2.68852, 2.12428, -2.92427], [3.46640, 3.78338, -2.48529], [0.78078, 2.46673, -1.54306], [1.11638, 4.24896, -1.90488], [-0.88491, 4.72385, -0.44997], [-3.24794, 3.81537, 0.30354], [-4.67359, -0.35742, 3.25383], [-4.34983, 1.20882, 4.22663], [-2.91565, 0.12593, 3.65930], [-4.17702, 3.39272, 2.99403], [-5.72479, 2.38101, 2.85911], [-5.08144, 3.29510, 1.29933], [-4.97581, 1.41306, -0.03957], [-5.77364, 0.24102, 1.14514], [-3.76554, -1.84878, 1.95364], [-2.08422, -1.34850, 1.17902], [-3.14709, -2.67100, 0.41737], [-5.89803, -1.82461, -0.02500], [-5.59057, -0.76449, -1.59379], [-4.52521, -2.32690, -1.27774], [-2.70927, 1.04228, -1.12068], [-1.88550, -0.59169, -0.87776], [-3.18512, -0.48541, -2.19318], [-1.11435, 0.14899, 2.49370], [1.25342, 1.03529, 1.74862], [3.01932, 0.01132, 0.81566], [-1.22428, -5.49670, -1.36563], [-2.18357, -4.00310, -1.69883], [-3.54404, -4.20386, -1.10962], [-2.32291, -4.25865, -3.48122], [-1.05109, -5.56285, -0.29026], [-1.77666, -6.37771, -1.69807], [-0.26455, -5.43740, -1.88259], [-2.80816, -5.21538, -3.68453], [-1.32860, -4.23849, -3.93159], [-2.92543, -3.45051, -3.90070]], "forces_ev_per_angstrom": [[0.3, 4.9, -4.7], [-0.2, -5.1, 2.8], [1.2, -1.2, 1.5], [0.5, 1.1, 0.5], [-0.7, 0.3, 0.6], [0.3, 0.1, -1.0], [0.5, 0.2, 0.0], [0.4, 0.8, -1.6], [-0.8, 0.3, -0.4], [-0.6, -1.0, -0.6], [-2.6, -1.7, -0.6], [-2.7, -0.6, 1.2], [-1.0, -3.2, 2.2], [4.1, -1.8, 0.6], [3.0, 1.4, -1.6], [-0.3, 1.5, 1.0], [-0.1, -0.7, -0.8], [0.1, -0.8, 0.9], [0.8, 0.6, -0.7], [-0.9, -1.2, -0.7], [-0.1, -0.8, 0.2], [1.0, 0.6, 0.0], [1.2, -0.1, 0.5], [0.1, 2.6, -1.8], [-3.3, 2.0, -1.0], [-2.1, -0.7, -1.1], [2.2, 0.4, 0.0], [-0.4, 1.2, 0.4], [-0.3, 2.3, -1.2], [-1.7, -1.1, 0.0], [-0.4, 0.8, 1.8], [1.3, -0.6, -0.4], [-1.9, 0.3, 0.5], [-0.5, -1.8, -1.1], [0.4, 1.4, 0.9], [-0.2, -1.1, 1.7], [0.3, 1.4, 1.2], [-0.4, -1.5, 0.7], [1.5, 1.4, 0.1], [1.2, -1.5, 0.9], [0.1, -2.0, 1.4], [1.5, -1.2, 0.8], [1.3, 1.6, 0.4], [0.8, -0.9, -1.3], [-1.7, 0.7, -0.4], [-1.0, -1.0, -1.5], [1.4, 0.8, -1.3], [0.4, -0.9, 1.7], [0.4, -1.4, 1.3], [1.8, 0.5, -0.3], [1.1, 0.5, -1.7], [-2.0, -0.3, -0.2], [-0.1, 2.0, 1.0], [1.2, 0.5, -1.3], [0.7, -1.3, 1.5], [-1.6, 1.5, 0.9], [-0.6, -1.9, -0.2], [-1.7, 0.9, -0.6], [0.2, 0.8, 1.8], [0.0, 2.0, -1.1], [-1.8, 1.4, -0.7], [0.1, -1.1, -0.4], [0.0, -0.1, 0.0], [0.0, -0.2, 0.0], [0.5, -0.4, -0.3], [-0.1, -0.1, -0.1], [-0.1, 0.1, -0.1], [-0.1, 0.1, 0.0], [-0.1, 0.1, 0.0], [0.0, 0.0, 0.1], [0.0, 0.0, 0.1], [0.1, 0.0, 0.2]], "e_homo_ev": -8.29, "lumo_ev": 0.21, "charge": 0}

---

Number 1: largest force on an atom 1.5 eV/A. Number 2: largest force on an atom 1.8 eV/A. Number 3: largest force on an atom 6.8 eV/A.